Here is a molecular structure, C25H29CrF2N2O3PS2 at a distorted geometry from the Open Molecules 2025 dataset. Energies are from ωB97M-V/def2-TZVPD.

## Properties
**Total charge**: -2
**Maximum force**: 0.024 Eh/bohr
**HOMO (spin up / spin down)**: 1.19 / -1.07 eV
**HOMO-LUMO gap (spin up / spin down)**: 3.45 / 5.69 eV
**Relative energy (zero: lowest compared OMol25 entry of this formula, charge and spin)**: 26.1 kcal/mol
**Multiplicity**: 5

```
65
Properties=species:S:1:pos:R:3:forces:R:3
Cr 1.1291 -0.0725 -0.1742 0.80 0.85 -0.37
S -0.3399 1.5994 -1.0695 0.15 -0.17 0.22
C 0.4690 2.1109 -2.5382 0.04 -0.04 -0.16
C -0.2776 2.7743 -3.5168 0.04 -0.04 0.03
C 0.2913 3.2052 -4.7047 -0.06 0.09 -0.02
C 1.6417 2.9763 -4.9361 0.07 0.05 -0.02
C 2.3993 2.3252 -3.9756 -0.08 0.02 -0.03
C 1.8442 1.8867 -2.7682 -0.03 0.03 -0.05
S 2.8796 1.1304 -1.5853 0.12 -0.06 0.38
H -1.3295 2.9460 -3.3164 -0.02 -0.03 -0.05
H -0.3171 3.7138 -5.4455 0.00 0.00 0.01
H 2.1073 3.3140 -5.8566 -0.01 -0.04 -0.01
H 3.4529 2.1378 -4.1474 0.01 0.01 0.01
C 2.1764 -3.5811 1.9915 0.09 0.04 0.23
C 2.6081 -2.6094 0.9260 0.20 -0.44 -0.43
O 2.4387 -1.3987 1.0388 -0.27 0.43 0.00
N 3.2228 -3.1550 -0.1514 -0.45 0.20 0.17
C 3.3478 -2.3246 -1.3699 -0.03 -0.02 -0.04
C 2.0981 -2.3032 -2.1839 0.11 -0.24 -0.14
C 1.9216 -3.2456 -3.1782 0.07 0.24 0.16
C 0.7840 -3.2516 -3.9814 -0.13 -0.25 -0.20
C -0.1684 -2.2186 -3.7252 0.07 0.14 0.18
C 0.0527 -1.3267 -2.7131 -0.31 -0.14 -0.42
N 1.1397 -1.3355 -1.8927 -0.05 0.14 0.36
H 1.9665 -3.0297 2.9054 0.01 -0.02 0.00
H 2.9466 -4.3321 2.1698 0.01 0.01 0.03
H 1.2628 -4.0801 1.6693 -0.02 0.08 -0.07
H 2.9380 -4.1073 -0.3399 0.14 -0.05 0.05
H 4.1758 -2.7342 -1.9516 -0.01 0.02 0.02
H 3.6025 -1.3195 -1.0424 0.14 -0.02 -0.08
H 2.7081 -3.9793 -3.3400 0.06 0.06 0.00
H 0.6444 -3.9806 -4.7701 0.02 0.02 0.01
H -1.0660 -2.1252 -4.3236 -0.01 0.07 0.01
H -0.6626 -0.5365 -2.5300 -0.01 -0.04 0.09
C -1.6909 2.7520 3.0292 0.08 -0.09 -0.12
P -1.5482 1.0385 2.3302 -0.46 0.20 0.41
C -0.9356 0.2503 3.8831 -0.07 0.00 -0.18
C -3.3478 0.6112 2.4053 -0.01 -0.19 -0.07
C -4.1317 1.0871 1.3473 0.12 0.07 0.09
C -5.4721 0.7632 1.2388 -0.12 0.00 0.02
C -6.0685 -0.0624 2.1865 0.05 -0.04 0.05
C -5.3016 -0.5602 3.2297 -0.16 -0.05 -0.02
C -3.9557 -0.2349 3.3326 0.08 0.14 0.01
H -2.1001 3.4324 2.2815 -0.01 -0.01 0.00
H -0.6741 3.0572 3.2783 0.02 0.07 -0.01
H -2.3122 2.7708 3.9284 -0.01 0.01 0.00
H -1.5958 0.4427 4.7332 0.02 -0.01 0.03
H 0.0401 0.7034 4.0601 0.05 0.00 -0.01
H -0.8049 -0.8253 3.7468 -0.03 -0.01 0.04
H -3.6504 1.7091 0.5988 -0.05 -0.05 -0.08
H -6.0562 1.1324 0.4035 0.03 0.03 0.00
H -7.1144 -0.3350 2.1049 0.00 0.03 -0.03
H -5.7571 -1.2161 3.9645 0.02 0.00 0.00
H -3.3766 -0.6430 4.1518 0.01 -0.01 -0.02
F -0.0304 -2.6867 0.2479 0.02 0.01 0.21
C -0.3643 -1.3205 0.4846 -0.73 -0.49 -0.12
F -1.5565 -1.1769 -0.2171 0.00 -0.04 0.20
H -0.6556 -1.3106 1.5427 0.17 0.03 -0.01
C 2.7885 2.8758 1.4610 -0.13 -0.28 0.02
C 1.7770 2.0103 2.2103 0.21 0.17 0.00
O 1.5562 2.3007 3.3989 -0.07 -0.11 0.01
O 1.1870 1.0593 1.5931 0.35 -0.38 -0.25
H 3.6766 3.0215 2.0783 -0.07 0.01 0.09
H 2.3324 3.8516 1.2826 -0.01 0.00 -0.02
H 3.0549 2.4290 0.5102 0.03 0.12 -0.09
```
Positions in Å, forces in eV/Å.

=====

Here is a molecular structure, C25H29F10N4O5Sc at a distorted geometry from the Open Molecules 2025 dataset. Energies are from ωB97M-V/def2-TZVPD.

## Properties
**Total charge**: 0
**Maximum force**: 0.024 Eh/bohr
**HOMO**: -7.32 eV
**HOMO-LUMO gap**: 7.56 eV
**Relative energy (zero: lowest compared OMol25 entry of this formula, charge and spin)**: 22.9 kcal/mol

```
74
Properties=species:S:1:pos:R:3:forces:R:3
Sc -0.7027 0.4685 -0.7206 0.11 0.96 -0.49
C -3.4395 -1.5904 -0.8714 0.07 -0.08 0.03
O -2.0212 -1.4432 -0.9223 -0.02 0.01 -0.16
C -1.3012 -2.6636 -0.7490 -0.17 0.03 0.08
C -0.0703 -2.6388 -1.6130 0.17 0.00 0.02
O 0.5757 -1.3866 -1.4493 -0.13 0.10 0.02
C 1.9186 -1.3662 -1.9079 -0.04 -0.14 -0.15
C 2.8442 -2.1067 -0.9533 0.07 0.14 -0.01
O 2.3917 -1.8503 0.3461 0.13 0.00 0.00
C 3.2780 -2.3053 1.3485 0.05 0.06 0.01
H -3.8169 -1.9203 -1.8410 0.01 0.00 -0.02
H -3.8718 -0.6330 -0.6036 -0.02 0.02 0.03
H -3.7050 -2.3205 -0.1056 -0.04 0.00 0.01
H -1.9258 -3.5027 -1.0601 -0.02 -0.04 0.02
H -1.0395 -2.7701 0.3054 0.02 0.01 0.01
H -0.3275 -2.7711 -2.6669 0.01 0.00 -0.05
H 0.5924 -3.4472 -1.2937 -0.02 -0.03 -0.03
H 2.1967 -0.3207 -1.9908 -0.09 0.09 0.06
H 1.9598 -1.8026 -2.9111 0.10 0.00 -0.04
H 3.8584 -1.7107 -1.0981 0.07 -0.08 -0.06
H 2.8855 -3.1835 -1.1693 -0.07 -0.04 0.10
H 3.3617 -3.3972 1.3353 -0.02 -0.02 0.02
H 2.8737 -1.9724 2.3012 -0.08 -0.08 -0.03
H 4.2783 -1.8786 1.2097 0.02 0.00 -0.03
C 1.7176 1.3987 1.4171 0.05 0.03 -0.01
N 0.9926 1.9833 0.2785 -0.15 -0.24 -0.03
C 0.2549 3.1834 0.7187 0.11 0.01 -0.04
C -1.1132 2.8131 1.2503 -0.09 -0.04 0.04
N -1.8131 2.1047 0.1926 -0.07 -0.23 -0.24
C -3.1045 2.3815 -0.1077 0.39 -0.05 0.22
C -3.6059 1.8125 -1.2813 -0.02 -0.12 -0.20
F -2.7181 1.0221 -1.9602 -0.06 0.00 -0.10
C -4.8797 1.9474 -1.7733 0.03 -0.07 -0.09
F -5.2351 1.3450 -2.9121 0.02 0.01 0.05
C -5.7866 2.7162 -1.0682 -0.12 0.03 -0.04
F -7.0403 2.8841 -1.5085 0.02 0.00 0.00
C -5.3600 3.2979 0.1091 -0.01 0.10 0.16
F -6.2204 4.0309 0.8238 0.03 -0.05 -0.04
C -4.0694 3.1295 0.5839 -0.14 0.13 0.13
F -3.7896 3.6914 1.7798 -0.02 -0.01 -0.02
C 1.9566 2.3149 -0.7741 0.06 0.01 0.12
C 1.2832 2.6194 -2.0876 0.03 -0.03 -0.03
N 0.3089 1.5805 -2.3959 -0.22 -0.25 -0.16
C -0.0772 1.5192 -3.7137 0.04 0.09 0.38
C -0.8494 0.4370 -4.1529 -0.09 -0.18 0.05
F -1.1969 -0.4817 -3.2170 0.02 -0.10 -0.10
C -1.2981 0.2321 -5.4359 -0.07 -0.10 0.05
F -2.0179 -0.8588 -5.7263 0.02 0.04 0.03
C -0.9979 1.1530 -6.4191 -0.02 -0.04 -0.10
F -1.4125 0.9797 -7.6797 0.02 0.01 0.02
C -0.2591 2.2562 -6.0508 0.07 0.16 -0.02
F 0.0325 3.1829 -6.9704 0.00 -0.03 0.06
C 0.1732 2.4407 -4.7460 0.09 0.15 -0.14
F 0.8291 3.5977 -4.5108 -0.05 0.02 -0.10
H 2.5605 2.0432 1.6956 0.01 0.04 0.00
H 1.0622 1.3016 2.2761 -0.02 0.04 0.03
H 2.0755 0.4006 1.1709 -0.02 0.04 -0.04
H 0.8497 3.7310 1.4618 -0.01 0.00 0.01
H 0.1067 3.8338 -0.1418 0.01 0.02 -0.01
H -1.0114 2.1851 2.1444 -0.01 0.01 0.03
H -1.6184 3.7253 1.5622 0.01 0.02 -0.02
H 2.5823 3.1634 -0.4642 0.03 0.01 0.01
H 2.6206 1.4552 -0.8854 -0.01 -0.04 0.00
H 0.8332 3.6172 -2.0570 -0.02 0.01 -0.01
H 2.0748 2.6702 -2.8408 0.01 0.00 0.00
N -2.9359 -0.5241 2.1875 0.11 -0.04 -0.10
C -1.7233 -0.5608 2.9980 -0.12 0.16 0.19
C -0.4149 -0.7488 2.2407 -0.16 -0.34 -0.73
O 0.5361 -1.2263 2.8268 0.14 0.07 0.13
O -0.4079 -0.3994 0.9838 0.08 -0.27 1.18
H -3.6765 -0.0400 2.6772 0.01 0.05 0.01
H -3.2718 -1.4634 2.0170 0.00 -0.01 0.01
H -1.7280 -1.3232 3.7795 -0.01 -0.02 0.04
H -1.6170 0.3989 3.5092 -0.05 0.04 0.03
```
Positions in Å, forces in eV/Å.

=====

Here is a molecular structure, C25H29F3HfIN3P2SSe at a distorted geometry from the Open Molecules 2025 dataset. Energies are from ωB97M-V/def2-TZVPD.

## Properties
**Total charge**: +2
**Maximum force**: 0.046 Eh/bohr
**HOMO**: -13.72 eV
**HOMO-LUMO gap**: 7.46 eV
**Relative energy (zero: lowest compared OMol25 entry of this formula, charge and spin)**: 0.1 kcal/mol

```
66
Properties=species:S:1:pos:R:3:forces:R:3
Hf 0.0308 -0.6681 0.2153 -0.59 -0.13 0.69
F -3.9400 -3.7480 -1.9488 -0.79 0.01 0.29
C -4.4594 -3.2350 -0.8087 1.69 -0.49 -0.28
F -5.7942 -3.3013 -0.8313 0.92 -0.54 0.19
F -3.8973 -3.9814 0.2031 -1.38 0.10 -0.53
C -3.9663 -1.8363 -0.6125 -0.97 0.43 0.86
C -4.9272 -0.8514 -0.3485 1.04 -1.05 -0.35
C -4.4783 0.3811 0.0309 0.00 1.60 1.07
C -3.1177 0.6306 0.2351 -1.03 0.08 -0.37
N -2.2288 -0.3105 -0.0150 0.47 -1.01 -0.02
C -2.6177 -1.5666 -0.3908 -0.24 0.95 -0.64
S -1.3005 -2.6553 -0.6521 0.36 -0.63 0.41
H -5.9740 -1.1272 -0.3983 0.07 0.32 -0.08
H -5.2051 1.1283 0.3257 0.15 0.17 -0.19
H -2.6971 1.5769 0.5729 -0.47 -0.10 -0.04
C 3.7734 -1.7858 -0.4900 0.08 -1.66 1.08
P 2.7420 -0.6570 0.4901 -0.44 0.06 1.35
C 3.5446 0.9389 0.3038 1.36 0.10 -1.58
C 2.9170 -1.0689 2.3220 1.77 1.00 -0.57
C 3.9293 -0.3860 3.0486 -1.38 0.21 0.27
C 3.9530 -0.4667 4.4424 -0.25 -0.69 -1.27
C 3.0918 -1.3819 5.0623 1.21 -0.55 0.74
C 2.1945 -2.1506 4.3563 0.06 -0.64 -0.44
C 2.0824 -1.9569 2.9793 -0.33 0.21 -0.39
P 0.7275 -2.5856 1.9880 -0.30 -0.04 -0.01
C -0.6771 -2.7192 3.1046 0.27 -0.27 0.09
C 1.0252 -4.2642 1.4220 -0.97 -1.45 0.71
H 3.7743 -1.6475 -1.5585 0.03 0.65 -0.31
H 3.2946 -2.7909 -0.3742 0.46 0.58 0.08
H 4.8058 -1.8735 -0.0730 -0.75 0.23 -0.41
H 4.6163 0.8121 0.5343 -0.22 -0.01 -0.54
H 3.2696 1.7890 0.8757 -0.94 0.40 0.83
H 3.4244 1.2472 -0.7734 0.35 -0.46 0.91
H 4.5548 0.3382 2.5487 0.25 -0.17 0.04
H 4.7147 0.0911 4.9588 -0.06 0.01 0.42
H 3.3192 -1.6770 6.0834 -0.43 0.45 0.11
H 1.6752 -3.0116 4.8028 0.10 0.77 0.10
H -0.8700 -1.7666 3.5567 -0.20 0.59 0.18
H -0.4470 -3.4056 3.9153 -0.18 -0.30 -0.04
H -1.5311 -3.0413 2.5209 -0.26 -0.20 0.07
H 1.3457 -5.0095 2.2094 -0.09 1.08 -0.71
H 1.7138 -4.2403 0.6006 0.46 -0.25 -0.38
H 0.0424 -4.6543 1.0514 0.77 0.38 0.11
C -2.2442 1.2510 -3.3280 0.27 1.11 0.10
N -1.0194 2.0397 -2.9980 0.34 -1.22 0.03
C 0.1603 1.5174 -2.6019 0.19 0.59 -0.08
Se 0.4621 -0.3462 -2.3329 0.07 1.08 -0.94
N 1.0842 2.5151 -2.5800 -1.55 0.08 -0.91
C 0.4994 3.6873 -3.1167 -0.10 0.63 0.94
C 1.0407 4.9674 -3.3552 -2.29 -0.25 -0.62
C 0.1210 5.8963 -3.9286 1.13 -1.04 1.56
C -1.1849 5.4990 -4.2337 -0.62 1.52 -1.06
C -1.7238 4.2805 -3.9541 0.22 -0.38 0.42
C -0.8646 3.4063 -3.2748 0.26 -0.76 -1.37
H -2.5590 0.6572 -2.4778 0.46 -0.61 -0.19
H -2.2124 0.7551 -4.3204 0.30 0.10 0.89
H -2.9947 2.0162 -3.3529 -0.61 0.33 -0.39
H 2.0481 2.4161 -2.3363 0.28 -0.23 0.02
H 2.0567 5.1371 -3.0906 0.57 0.59 -0.02
H 0.3484 6.9535 -3.9511 0.36 -0.12 -0.53
H -1.8522 6.1939 -4.7894 0.72 -0.30 0.64
H -2.7428 4.1179 -4.2968 0.23 -0.50 0.39
I -0.0060 2.3766 1.0386 0.08 -0.49 0.01
C -0.2118 0.5102 2.1477 1.25 -0.26 0.99
H -1.1699 0.5084 2.6412 -0.60 0.25 -0.07
H 0.5313 0.5327 3.0061 -0.57 0.12 -1.24
```
Positions in Å, forces in eV/Å.